Record 1
{"formula": "C4H5NO", "method": "ωB97M-V with the def2-TZVPD basis set", "total_charge": 0, "energy_ha": -285.33606, "homo_lumo_gap_ev": 10.463, "smiles": "Cc1ccno1", "de_lowest_kj_mol": 206.2, "multiplicity": 1, "homo_ev": -9.50, "elements": ["C", "C", "C", "C", "N", "O", "H", "H", "H", "H", "H"], "positions_angstrom": [[-1.683, 0.071, 0.179], [-0.234, -0.175, -0.021], [0.741, 0.722, -0.299], [1.935, -0.024, -0.054], [1.670, -1.264, 0.247], [0.285, -1.372, 0.243], [-1.862, -0.045, 1.253], [-1.938, 1.105, -0.078], [-2.315, -0.625, -0.369], [0.432, 1.311, -1.138], [2.969, 0.296, 0.037]]}

Record 2
{"formula": "C4H5NO", "method": "ωB97M-V with the def2-TZVPD basis set", "total_charge": 0, "energy_ha": -285.23847, "homo_lumo_gap_ev": 9.804, "smiles": "C[C@@]1(C#N)CO1", "de_lowest_kj_mol": 462.4, "multiplicity": 1, "homo_ev": -9.30, "elements": ["C", "C", "C", "O", "C", "N", "H", "H", "H", "H", "H"], "positions_angstrom": [[0.051, -0.666, 1.023], [0.183, 0.062, -0.278], [-0.518, 1.630, -0.423], [0.860, 1.247, -0.362], [0.461, -0.778, -1.453], [0.762, -1.469, -2.332], [1.026, -1.099, 1.252], [-0.234, 0.039, 1.803], [-0.694, -1.468, 0.972], [-1.050, 0.640, -0.803], [-0.847, 1.860, 0.602]]}

Record 3
{"formula": "C4H5NO", "method": "ωB97M-V with the def2-TZVPD basis set", "total_charge": 0, "energy_ha": -285.18136, "homo_lumo_gap_ev": 9.459, "de_lowest_kj_mol": 612.3, "multiplicity": 1, "homo_ev": -9.03, "elements": ["C", "C", "C", "C", "H", "H", "H", "H", "H", "N", "O"], "positions_angstrom": [[1.764, 1.112, -0.166], [1.047, -0.223, 0.237], [-1.139, -0.909, -0.101], [-1.943, 0.338, -0.136], [1.752, 2.019, -1.272], [2.579, 1.148, 0.672], [1.167, -1.098, 1.362], [-1.190, -1.359, 0.896], [-1.517, -1.693, -0.783], [-2.637, 1.264, 0.021], [0.116, -0.600, -0.729]]}

Record 4
{"formula": "C4H5NO", "method": "ωB97M-V with the def2-TZVPD basis set", "total_charge": 0, "energy_ha": -285.29763, "homo_lumo_gap_ev": 8.536, "smiles": "Oc1ccc[nH]1", "de_lowest_kj_mol": 307.1, "multiplicity": 1, "homo_ev": -7.91, "elements": ["O", "C", "C", "C", "C", "N", "H", "H", "H", "H", "H"], "positions_angstrom": [[-0.944, 1.832, -0.562], [-0.294, 0.722, -0.144], [1.012, 0.344, -0.153], [1.122, -1.032, 0.326], [-0.194, -1.359, 0.672], [-1.014, -0.296, 0.405], [-0.275, 2.427, -0.923], [1.878, 0.906, -0.478], [1.349, -1.046, -0.790], [-0.625, -2.252, 1.118], [-2.015, -0.247, 0.529]]}

Record 5
{"formula": "C4H5NO", "method": "ωB97M-V with the def2-TZVPD basis set", "total_charge": 0, "energy_ha": -285.35707, "homo_lumo_gap_ev": 11.845, "smiles": "N#CC[C@H]1CO1", "de_lowest_kj_mol": 151.0, "multiplicity": 1, "homo_ev": -10.98, "elements": ["N", "C", "C", "C", "C", "O", "H", "H", "H", "H", "H"], "positions_angstrom": [[-1.053, -2.164, -1.597], [-1.039, -1.387, -0.740], [-0.974, -0.384, 0.327], [0.459, 0.050, 0.580], [1.112, 0.992, -0.324], [0.632, 1.402, 0.952], [-1.426, -0.793, 1.237], [-1.561, 0.493, 0.035], [1.072, -0.661, 1.133], [2.195, 0.973, -0.432], [0.558, 1.376, -1.180]]}

Record 6
{"formula": "C4H5NO", "method": "ωB97M-V with the def2-TZVPD basis set", "total_charge": 0, "energy_ha": -285.28773, "homo_lumo_gap_ev": [7.694, 6.810], "de_lowest_kj_mol": 333.1, "multiplicity": 1, "homo_ev": [-9.57, -8.97], "elements": ["N", "C", "C", "C", "C", "O", "H", "H", "H", "H", "H"], "positions_angstrom": [[-0.300, -1.238, 1.962], [-0.440, -1.042, 0.651], [0.828, -0.386, 0.268], [0.849, 0.730, -0.628], [-0.273, 1.098, -1.313], [-1.451, -1.059, -0.072], [-1.281, -1.209, 2.275], [1.735, -0.677, 0.805], [1.786, 1.270, -0.776], [-1.159, 0.459, -1.335], [-0.293, 2.055, -1.836]]}

Record 7
{"formula": "C4H5NO", "method": "ωB97M-V with the def2-TZVPD basis set", "total_charge": 0, "energy_ha": -285.40067, "homo_lumo_gap_ev": 11.073, "smiles": "CC(=O)CC#N", "de_lowest_kj_mol": 36.5, "multiplicity": 1, "homo_ev": -10.42, "elements": ["C", "C", "O", "C", "C", "N", "H", "H", "H", "H", "H"], "positions_angstrom": [[0.740, -0.357, -1.164], [0.847, 0.003, 0.294], [1.899, 0.089, 0.883], [-0.448, 0.234, 1.097], [-1.667, 0.385, 0.301], [-2.623, 0.504, -0.339], [1.743, -0.438, -1.584], [0.156, 0.390, -1.713], [0.215, -1.314, -1.274], [-0.297, 1.121, 1.722], [-0.565, -0.617, 1.779]]}

Record 8
{"formula": "C4H5NO", "method": "ωB97M-V with the def2-TZVPD basis set", "total_charge": 0, "energy_ha": -285.35707, "homo_lumo_gap_ev": 11.845, "smiles": "N#CC[C@H]1CO1", "de_lowest_kj_mol": 151.0, "multiplicity": 1, "homo_ev": -10.98, "elements": ["N", "C", "C", "C", "C", "O", "H", "H", "H", "H", "H"], "positions_angstrom": [[2.793, 0.699, -0.019], [1.874, -0.002, -0.072], [0.677, -0.846, -0.133], [-0.507, -0.157, 0.520], [-1.231, 0.892, -0.191], [-1.767, -0.420, -0.064], [0.886, -1.807, 0.350], [0.432, -1.052, -1.180], [-0.500, -0.146, 1.610], [-1.749, 1.667, 0.371], [-0.908, 1.173, -1.193]]}